1.
Entry from OMol25: 2 unconnected molecules or ions with the total composition C3H6N2O (the ωB97M-V functional and the def2-TZVPD basis).

Geometry (Å):
O 2.7738 -0.1048 -0.5155
C 1.5748 0.0139 -0.4284
N 0.7819 1.1093 -0.3802
C -0.6197 0.7429 -0.3002
C -0.6540 -0.7739 -0.2913
N 0.6294 -1.0770 -0.3513
H 1.1611 2.0381 -0.4578
H -1.2015 1.1183 -1.1510
H -1.0964 1.1075 0.6191
H -2.4325 -1.0874 2.2951
H -2.1264 -1.1792 1.6202
H 0.9892 -2.0242 -0.3531

Computed properties:
- HOMO-LUMO gap (eV) = 9.9
- E_HOMO (eV) = -9.102
- ΔE to the lowest compared entry with this formula, charge and spin (kJ/mol) = 259.7
- lowest unoccupied orbital energy (eV) = 0.792

natural (NBO) atomic charge list, values in e, 4 entries: -0.596 0.758 -0.623 -0.359

2.
Entry from OMol25: a molecular structure, C7H14NO3 (the ωB97M-V functional and the def2-TZVPD basis).

Geometry (Å):
C -3.7900 1.9732 0.7324
C -3.1019 0.8692 0.5066
C -1.6334 0.8501 0.4001
C 0.4479 -1.6286 1.4920
C 1.9666 0.8866 -0.9869
C 1.5409 -1.5333 -1.2027
C 0.8491 -0.3283 0.8180
N 1.4904 -0.3393 -0.3644
O -1.1456 2.0723 0.3477
O 1.0218 0.8346 1.5457
O -0.9386 -0.1815 0.3803
H -4.8467 2.1420 0.6334
H -3.3120 2.9706 0.9099
H -3.6007 -0.0333 0.3769
H 1.3094 -2.2806 1.6610
H -0.4040 -2.0337 0.9176
H 0.1095 -1.3285 2.4896
H 1.8331 1.7325 -0.2864
H 2.9664 0.6746 -1.2152
H 1.3044 1.1467 -1.9146
H 2.4762 -2.1005 -1.2191
H 0.6183 -2.0750 -1.0900
H 1.5874 -1.4059 -2.2578
H -0.1827 2.0211 0.2682
H 1.1635 0.6466 2.5100

Computed properties:
- HOMO-LUMO gap (eV) = 10.3
- total charge = +1
- E_HOMO (eV) = -13.838
- ΔE to the lowest compared entry with this formula, charge and spin (kJ/mol) = 109.6
- lowest unoccupied orbital energy (eV) = -3.541

natural (NBO) atomic charge list, values in e, 4 entries: -0.212 -0.359 0.829 -0.684

3.
Entry from OMol25: a molecular structure, C23H29N3O4 (the ωB97M-V functional and the def2-TZVPD basis).

Geometry (Å):
C -6.8030 -0.7007 1.7020
H -7.1398 -1.6171 2.0230
H -6.5713 0.1011 2.4024
H -7.4925 -0.3123 0.8669
C -5.4936 -1.1948 0.8002
H -4.8941 -1.5199 1.7524
H -5.7767 -1.9078 0.3546
C -4.8973 0.2339 0.1777
C -4.3329 1.1781 1.2497
H -3.8466 2.0052 0.8660
H -3.5337 0.8672 1.9131
H -5.1468 1.5537 1.9542
H -5.6226 0.5699 -0.3762
C -3.7868 -0.1355 -0.7043
N -2.7164 -0.9838 -0.3079
C -1.6556 -0.3705 0.4195
C -0.6905 -1.0893 1.2703
C 0.4020 -0.3442 1.6659
C 0.9006 1.0496 0.9770
C -0.1010 1.5940 0.2486
C -1.2894 0.9117 -0.3267
N -2.2306 1.5832 -1.0135
C -3.3414 1.1275 -1.4435
O -4.0921 1.6101 -2.1566
H -1.8198 2.5077 -1.8762
H 0.2216 2.5416 -0.3025
C 2.1558 1.2696 1.3874
O 2.8174 1.1711 2.2982
N 2.5736 2.3934 0.6897
H 2.1597 2.6120 -0.1808
C 4.0964 2.6494 0.3613
H 4.3441 3.5671 0.2528
H 4.5621 2.1143 1.3135
C 4.5143 1.6843 -0.9001
C 3.6654 0.5093 -1.0585
C 2.7432 0.7255 -1.9795
C 1.8489 -0.5447 -2.2410
C 1.9056 -1.5545 -0.8779
C 2.9092 -1.4901 -0.1504
C 3.6997 -0.3470 -0.0601
H 4.6735 -0.5060 0.7493
O 2.7959 -2.4861 0.9647
C 3.6766 -2.4826 1.8820
H 4.7817 -2.6714 1.6036
H 3.4005 -3.2060 2.4350
H 3.7691 -1.5547 2.3594
O 1.1468 -2.7534 -1.0322
C 0.1528 -2.8752 -1.9728
H -0.4886 -3.5526 -1.8740
H -0.7944 -1.8109 -1.8819
H 0.4280 -2.7460 -3.0842
H 1.0778 -0.5154 -2.8768
H 2.7812 1.3854 -2.8338
H 4.4726 2.3897 -1.6381
H 5.7123 1.4955 -0.6787
H 1.1495 -0.6506 2.5071
H -0.9960 -1.9557 1.5596
H -3.0477 -1.8111 0.3517
H -4.2821 -0.7702 -1.4553

Computed properties:
- HOMO-LUMO gap (eV) = 7.6
- E_HOMO (eV) = -7.600
- ΔE to the lowest compared entry with this formula, charge and spin (kJ/mol) = 1982.6
- lowest unoccupied orbital energy (eV) = 0.011

natural (NBO) atomic charge list, values in e, 4 entries: -0.597 0.202 0.212 0.190

4.
Entry from OMol25: C5H14Cl2N2Si in the gas phase (the ωB97M-V functional and the def2-TZVPD basis).

Geometry (Å):
C -1.1964 2.7688 0.5752
C -1.7084 -1.5945 0.5287
C 2.7033 -1.8143 -1.4697
C -1.0600 1.5224 -0.2954
C -1.1530 -0.3713 1.2535
N 1.4635 -1.1497 -1.1143
N -0.3396 0.4615 0.3862
Si 1.2969 0.0942 0.0644
Cl 2.2291 1.8158 -0.4962
Cl 2.1924 -0.6112 1.7314
H -0.2104 3.1514 0.8240
H -1.7484 3.5382 0.0419
H -1.7211 2.5402 1.4995
H -0.8897 -2.2267 0.1961
H -2.3489 -2.1654 1.1958
H -2.2902 -1.2927 -0.3393
H 3.3260 -1.8942 -0.5821
H 2.4878 -2.8175 -1.8385
H 3.2599 -1.2667 -2.2361
H -2.0509 1.1536 -0.5790
H -0.5267 1.7848 -1.2100
H -1.9742 0.2342 1.6440
H -0.5451 -0.6999 2.0984
H 0.8043 -1.1610 -1.8784

Computed properties:
- HOMO-LUMO gap (eV) = 9.6
- E_HOMO (eV) = -8.875
- ΔE to the lowest compared entry with this formula, charge and spin (kJ/mol) = 0.0
- lowest unoccupied orbital energy (eV) = 0.762

natural (NBO) atomic charge list, values in e, 4 entries: -0.617 -0.621 -0.403 -0.199

5.
Entry from OMol25: 2 unconnected molecules or ions with the total composition C9H16ClOP (the ωB97M-V functional and the def2-TZVPD basis).

Geometry (Å):
C 0.1412 -0.4673 2.9663
C -1.0381 1.5854 1.9717
C 1.0650 -0.3424 1.7250
C -0.2077 1.5325 0.6122
C -1.1813 -0.6182 0.9839
C -1.1966 0.0662 2.3444
C 0.1036 0.0682 0.6396
C -0.5501 0.0302 -3.6759
C 0.6148 -1.0096 -3.4276
O 2.5935 -1.8129 -1.7006
P 1.6404 -0.6284 -1.8231
Cl 2.7047 0.9830 -2.3281
H -0.0381 -1.5245 3.3508
H 0.5918 0.0536 3.7723
H -0.4328 1.7927 2.9255
H -1.9042 2.2611 2.1750
H 1.8614 0.4180 1.8529
H 1.7161 -1.2720 1.6278
H -0.6454 1.6062 -0.3323
H 0.5293 2.2552 0.6993
H -1.0311 -1.7756 0.9449
H -2.1290 -0.3694 0.4574
H -2.1534 -0.1581 2.8541
H -0.2041 0.9383 -4.1661
H -1.2832 -0.4841 -4.2102
H -1.1537 0.1035 -2.7138
H 1.2505 -1.1097 -4.2915
H 0.3365 -2.1220 -3.2335

Computed properties:
- HOMO-LUMO gap (alpha / beta) (eV) = 7.9 / 8.3
- E_HOMO (alpha / beta) (eV) = -7.144 / -10.505
- <S²> = 2.011
- lowest unoccupied orbital energy (alpha / beta) (eV) = 0.794 / -2.213
- 2S+1 = 3

natural (NBO) atomic charge list, values in e, 4 entries: -0.406 -0.426 -0.509 -0.497

6.
Entry from OMol25: CH2Cl2FPS in the gas phase (the ωB97M-V functional and the def2-TZVPD basis).

Geometry (Å):
C -0.0222 0.4438 0.0909
F -0.4350 1.4948 -0.6532
P 0.1918 1.0751 1.8715
S 2.5742 1.3596 2.5948
Cl -0.6349 -0.3202 2.8778
Cl -0.8893 2.7045 1.9381
H -0.8670 -0.1993 0.0864
H 1.0261 0.0660 0.0467

Computed properties:
- HOMO-LUMO gap (eV) = 7.8
- E_HOMO (eV) = -8.579
- ΔE to the lowest compared entry with this formula, charge and spin (kJ/mol) = 235.9
- lowest unoccupied orbital energy (eV) = -0.815

natural (NBO) atomic charge list, values in e, 4 entries: -0.225 -0.331 0.995 -0.530

7.
Entry from OMol25: C4H12N4O in the gas phase (the ωB97M-V functional and the def2-TZVPD basis).

Geometry (Å):
C -0.4902 -0.5189 0.0287
C -2.8383 -0.6625 0.6003
C 2.4811 -0.8105 -0.5314
N -1.8193 0.0828 -0.1090
C 1.7167 0.4084 -0.0894
N -1.9200 1.4562 0.2212
N 2.4790 1.5316 0.0391
O -0.3273 -1.4137 -1.0421
N 0.4714 0.5298 0.1305
H -0.6878 -0.9829 -1.8264
H -0.4266 -1.1428 0.9437
H -1.4972 1.6419 1.1367
H -1.3774 1.9738 -0.4643
H 2.0427 2.3329 0.4595
H 3.4753 1.4370 0.1341
H -2.8225 -1.6914 0.2508
H -2.6842 -0.6475 1.6884
H -3.8010 -0.2105 0.3711
H 3.3520 -0.9518 0.1083
H 2.8226 -0.6690 -1.5555
H 1.8510 -1.6929 -0.4942

Computed properties:
- HOMO-LUMO gap (eV) = 9.4
- E_HOMO (eV) = -8.540
- ΔE to the lowest compared entry with this formula, charge and spin (kJ/mol) = 171.4
- lowest unoccupied orbital energy (eV) = 0.882

natural (NBO) atomic charge list, values in e, 4 entries: 0.353 -0.418 -0.704 -0.313

8.
Entry from OMol25: a molecular structure, C38H56BCl2CsIN7O6S7 (the ωB97M-V functional and the def2-TZVPD basis).

Geometry (Å):
Cs -2.1362 -1.9167 -1.4967
C 0.1930 -3.3831 3.1461
C 0.7504 -2.1264 3.7950
S -0.4618 -0.9460 4.4660
C -1.3573 -1.9694 5.6943
C -2.8518 -1.9918 5.3916
S -3.2142 -2.7082 3.7541
C -3.5332 -4.4632 4.1922
C -2.9216 -5.3914 3.1453
S -3.3096 -4.7430 1.4798
C -1.8938 -5.2995 0.5000
C -0.4899 -4.8463 0.8948
S -0.3000 -3.1065 1.4125
H -0.6702 -3.7581 3.6954
H 0.9757 -4.1453 3.1331
H 1.3069 -1.5374 3.0616
H 1.4246 -2.3968 4.6102
H -1.1783 -1.5302 6.6787
H -0.9385 -2.9764 5.6747
H -3.2284 -0.9702 5.3364
H -3.4105 -2.5360 6.1562
H -4.6159 -4.5934 4.2199
H -3.1175 -4.6589 5.1824
H -3.3207 -6.4030 3.2474
H -1.8371 -5.4302 3.2415
H -2.1434 -4.9101 -0.4874
H -1.9198 -6.3894 0.4456
H 0.1404 -4.9647 0.0108
H -0.0816 -5.4629 1.6975
C -1.8458 3.0282 -5.0036
C -2.2245 3.2819 -3.5383
C -2.6658 4.7387 -3.3992
C -3.3924 2.3914 -3.1086
N -1.0379 3.0570 -2.6775
C -0.4075 4.0476 -1.9416
C 0.6506 3.4925 -1.3294
N 0.7218 2.1616 -1.6725
B 1.7220 1.1306 -1.0590
N 2.6790 1.8635 -0.0575
C 3.9062 2.3639 -0.4265
C 4.6651 2.5043 0.6705
N 3.9129 2.0846 1.7573
C 2.6820 1.6828 1.2854
S 1.3748 1.0967 2.1900
C 4.4497 1.9491 3.1310
C 3.6198 2.7806 4.1187
C 5.8826 2.4773 3.1651
C 4.4541 0.4644 3.5145
N 2.6738 0.5769 -2.1499
C 2.6988 0.9025 -3.4865
C 3.5507 0.0704 -4.1088
N 4.0870 -0.7859 -3.1551
C 3.5369 -0.4553 -1.9347
S 3.9352 -1.0463 -0.4066
C 4.9498 -1.9504 -3.4683
C 4.2546 -3.2368 -3.0223
C 6.3049 -1.7833 -2.7701
C 5.1731 -2.0203 -4.9771
C -0.3415 1.8773 -2.4892
S -0.6808 0.3814 -3.1706
H -2.7051 3.2249 -5.6480
H -1.5333 1.9970 -5.1358
H -1.0249 3.6872 -5.2999
H -3.5558 4.8873 -4.0096
H -1.8918 5.4249 -3.7506
H -2.9170 4.9697 -2.3624
H -4.2317 2.5286 -3.7943
H -3.7133 2.6478 -2.0998
H -3.1120 1.3426 -3.1188
H -0.7539 5.0624 -1.8951
H 1.3720 3.9454 -0.6735
H 1.1470 0.2554 -0.4899
H 4.1442 2.5654 -1.4560
H 5.6790 2.8458 0.7535
H 3.6529 3.8369 3.8410
H 4.0281 2.6618 5.1247
H 2.5878 2.4473 4.1125
H 5.9282 3.5250 2.8611
H 6.5435 1.8873 2.5279
H 6.2455 2.4067 4.1901
H 3.4322 0.1020 3.5952
H 4.9568 0.3202 4.4734
H 4.9658 -0.1140 2.7430
H 2.1047 1.6988 -3.8931
H 3.8023 0.0210 -5.1504
H 4.1098 -3.2396 -1.9453
H 4.8562 -4.1040 -3.3026
H 3.2773 -3.3310 -3.4948
H 6.1524 -1.6867 -1.6986
H 6.8183 -0.8878 -3.1330
H 6.9336 -2.6544 -2.9672
H 4.2263 -2.1351 -5.5060
H 5.7848 -2.8955 -5.1935
H 5.6948 -1.1348 -5.3493
O -0.7805 4.0244 1.4170
C -1.9228 3.5041 1.0587
O -2.0822 2.3217 0.3246
C -3.2253 3.8650 0.9489
C -4.3297 4.5869 1.4604
C -5.5385 3.9857 1.3591
C -5.6342 2.6244 0.8944
C -4.5738 1.9450 0.3888
N -3.4439 2.7040 0.1181
C -4.6927 0.5190 -0.0303
O -5.7916 -0.0228 0.4414
O -3.8919 -0.0695 -0.7362
H -0.1487 3.2838 1.7061
H -4.1851 5.5337 1.9636
H -6.4336 4.4740 1.7211
H -6.5738 2.0996 0.9739
H -5.8943 -0.9651 0.0668
Cl -6.3210 -0.3617 -2.8691
C -5.5083 -1.9234 -2.9276
Cl -6.5077 -3.1049 -3.7989
C -5.2318 -2.5440 -1.5069
O -6.0782 -2.3019 -0.6181
O -4.2107 -3.2333 -1.4613
H -4.5861 -1.8049 -3.4924
I -0.5669 -4.8205 -3.0155

Computed properties:
- HOMO-LUMO gap (eV) = 5.9
- total charge = -2
- E_HOMO (eV) = -2.363
- ΔE to the lowest compared entry with this formula, charge and spin (kJ/mol) = 547.6
- lowest unoccupied orbital energy (eV) = 3.491

Löwdin atomic charge list, values in e, 4 entries: 0.913 -0.552 -0.556 0.812